Entry 1:
ORCA calculation (ωB97M-V/def2-TZVPD) on C28H16Cl2N5O4Re as an isolated structure at a distorted geometry.

Atoms and positions in Å:
Re1 -0.203 0.225 0.255
Cl1 -6.590 1.514 2.238
C1 -5.178 0.675 1.704
C2 -4.170 1.398 1.130
C3 -3.028 0.722 0.692
N1 -1.884 1.292 0.089
C4 -1.862 2.587 -0.445
O1 -2.812 3.264 -0.704
C5 -0.460 3.099 -0.612
C6 -0.228 4.383 -1.024
C7 1.077 4.852 -1.028
C8 2.087 4.012 -0.601
C9 1.782 2.721 -0.223
N2 0.519 2.247 -0.240
C10 -2.905 -0.642 0.827
C11 -3.943 -1.373 1.422
C12 -5.056 -0.718 1.860
Cl2 -6.299 -1.658 2.612
N3 -1.672 -1.153 0.336
C13 -1.700 -2.460 -0.240
O2 -2.698 -3.086 -0.448
C14 -0.355 -3.028 -0.543
C15 -0.211 -4.364 -0.861
C16 1.071 -4.844 -1.069
C17 2.139 -3.968 -0.955
C18 1.884 -2.643 -0.662
N4 0.650 -2.160 -0.463
H1 -4.275 2.465 1.013
H2 -1.077 4.994 -1.304
H3 1.299 5.867 -1.339
H4 3.118 4.340 -0.549
H5 2.553 2.053 0.107
H6 -3.877 -2.439 1.557
H7 -1.085 -4.997 -0.924
H8 1.241 -5.888 -1.305
H9 3.161 -4.301 -1.085
H10 2.705 -1.943 -0.572
O3 1.412 0.005 3.895
C19 1.193 0.052 2.725
O4 -0.009 0.208 2.152
C20 2.320 -0.029 1.736
C21 3.662 -0.056 2.130
C22 4.603 -0.064 1.145
C23 4.221 -0.068 -0.223
C24 5.174 -0.090 -1.278
C25 4.763 -0.109 -2.574
C26 3.377 -0.106 -2.880
C27 2.442 -0.085 -1.891
C28 2.854 -0.062 -0.540
N5 1.928 -0.041 0.492
H11 3.890 -0.054 3.189
H12 5.662 -0.065 1.396
H13 6.230 -0.099 -1.030
H14 5.489 -0.129 -3.376
H15 3.057 -0.133 -3.915
H16 1.396 -0.113 -2.140

Calculated values
M   743.580 g/mol
Charge   +1
Spin multiplicity   2
Expectation value of S²   0.758
HOMO-LUMO gap (alpha / beta)   0.22621 / 0.22587 hartree
Highest occupied orbital energy (alpha / beta)   -10.7 / -10.7 eV
E_tot   -72106.876 eV

Atomic partial charges in e from the Mulliken method, atoms 1 to 5: atom 1 (Re): 1.912, atom 2 (Cl): -0.183, atom 3 (C): 0.064, atom 4 (C): -0.878, atom 5 (C): 0.728

Entry 2:
ORCA calculation (ωB97M-V/def2-TZVPD) on C28H17CaF6I2N4O7P as an isolated structure.

Atoms and positions in Å:
Ca1 -1.159 -0.246 0.830
I1 2.487 -3.620 -0.581
C1 0.673 -3.931 0.364
C2 0.485 -5.157 1.038
C3 -0.687 -5.454 1.665
I2 -0.873 -7.286 2.621
C4 -1.745 -4.497 1.660
C5 -3.012 -4.718 2.244
C6 -3.969 -3.748 2.205
C7 -3.654 -2.517 1.609
N1 -2.490 -2.277 1.057
C8 -1.541 -3.254 1.032
C9 -0.292 -2.947 0.324
O1 -0.146 -1.819 -0.281
H1 1.301 -5.866 1.048
H2 -3.208 -5.669 2.722
H3 -4.946 -3.902 2.641
H4 -4.361 -1.696 1.600
N2 -0.145 1.380 2.517
C10 0.970 2.253 2.729
C11 1.690 2.148 3.918
C12 2.781 2.961 4.158
C13 3.157 3.912 3.220
C14 2.452 4.008 2.036
C15 1.368 3.175 1.759
C16 0.749 3.262 0.407
C17 -0.012 4.358 0.019
C18 -0.532 4.453 -1.263
C19 -0.283 3.454 -2.191
C20 0.489 2.357 -1.838
C21 0.990 2.279 -0.552
H5 -0.086 0.589 3.164
H6 -1.007 1.891 2.705
H7 1.387 1.407 4.646
H8 3.334 2.846 5.081
H9 4.009 4.553 3.397
H10 2.762 4.705 1.267
H11 -0.221 5.131 0.746
H12 -1.147 5.300 -1.531
H13 -0.699 3.521 -3.186
H14 0.698 1.555 -2.532
F1 -2.307 1.258 -0.449
P1 -3.643 1.839 0.452
F2 -4.491 0.634 -0.170
F3 -3.135 0.763 1.659
F4 -4.002 2.810 -0.747
F5 -2.650 2.912 1.109
F6 -4.852 2.309 1.357
O2 3.717 2.022 -0.224
C22 2.973 1.185 0.195
O3 1.648 1.117 -0.171
C23 3.262 0.161 1.234
C24 4.536 0.013 1.802
C25 4.618 -0.876 2.862
C26 3.570 -1.570 3.441
C27 2.301 -1.357 2.876
C28 2.205 -0.544 1.749
N3 1.125 -1.852 3.415
O4 1.162 -2.617 4.404
O5 -0.016 -1.423 2.932
N4 5.974 -1.076 3.474
O6 6.896 -0.427 3.022
O7 6.074 -1.861 4.393
H15 5.390 0.563 1.444
H16 3.703 -2.220 4.290
H17 1.236 -0.512 1.307

Calculated values
Energy relative to the best compared isomer or geometry (same formula, charge and spin)   0.412 eV
M   960.313 g/mol
Charge   -1
Spin multiplicity   2
Expectation value of S²   0.776
HOMO-LUMO gap (alpha / beta)   0.21406 / 0.26583 hartree
Highest occupied orbital energy (alpha / beta)   -3.9 / -5.3 eV
E_tot   -109847.694 eV

Atomic partial charges in e from the Mulliken method, atoms 1 to 5: atom 1 (Ca): 1.882, atom 2 (I): 0.009, atom 3 (C): -0.307, atom 4 (C): -0.547, atom 5 (C): -0.373

Entry 3:
ORCA calculation (ωB97M-V/def2-TZVPD) on a 2-piece molecular cluster, C28H17F4NO overall at a distorted geometry.

Atoms and positions in Å:
F1 -3.576 4.744 -2.074
C1 -3.286 3.399 -1.975
C2 -4.350 2.499 -2.011
C3 -4.017 1.141 -2.009
F2 -5.035 0.220 -2.122
C4 -2.719 0.692 -1.938
C5 -1.629 1.625 -1.900
C6 -0.338 1.053 -1.887
C7 0.957 1.617 -1.895
C8 2.036 0.670 -1.913
C9 3.342 1.111 -1.954
F3 4.355 0.177 -1.964
C10 3.686 2.464 -1.998
C11 2.629 3.375 -1.973
F4 2.935 4.718 -2.055
C12 1.292 3.006 -1.901
C13 -1.953 3.017 -1.893
H1 -5.383 2.831 -2.068
H2 -2.511 -0.378 -1.912
H3 -0.344 -0.038 -1.927
H4 1.819 -0.400 -1.896
H5 4.721 2.787 -2.059
H6 0.525 3.771 -1.852
H7 -1.179 3.773 -1.825
C14 3.609 -1.783 2.112
C15 2.709 -2.168 1.113
C16 1.492 -1.512 0.979
C17 1.157 -0.430 1.833
C18 -0.116 0.238 1.698
C19 -1.353 -0.434 1.358
O1 -2.350 0.182 0.961
C20 -1.409 -1.929 1.517
C21 -0.828 -2.594 2.605
C22 -0.845 -3.988 2.654
C23 -1.481 -4.713 1.637
C24 -2.122 -4.042 0.588
C25 -2.116 -2.648 0.546
C26 -0.182 1.639 1.726
N1 -0.215 2.812 1.712
C27 2.100 -0.015 2.809
C28 3.294 -0.717 2.964
H8 4.553 -2.321 2.226
H9 2.947 -2.990 0.437
H10 0.774 -1.820 0.213
H11 -0.327 -2.011 3.383
H12 -0.359 -4.505 3.482
H13 -1.482 -5.804 1.668
H14 -2.631 -4.600 -0.199
H15 -2.628 -2.103 -0.251
H16 1.845 0.814 3.479
H17 3.989 -0.433 3.756

Calculated values
M   459.442 g/mol
HOMO-LUMO gap   0.13329 hartree
Highest occupied orbital energy   -6.9 eV
E_tot   -43716.022 eV

Atomic partial charges in e from the Mulliken method, atoms 1 to 5: atom 1 (F): -0.321, atom 2 (C): 0.262, atom 3 (C): -0.719, atom 4 (C): 0.619, atom 5 (F): -0.322

Question: What is the M in the first record?
Answer: 743.580 g/mol